[1]
Below is a structure of composition C25H35Br27NO2 in a non-equilibrium geometry, with properties calculated with ωB97M-V/def2-TZVPD.

The geometry in XYZ format:
```
90
C25H35Br27NO2 | the OMol25 dataset | ωB97M-V/def2-TZVPD
C -0.08736 3.14653 1.01790
C -1.46357 3.41855 1.67913
C -2.60456 3.46833 0.65519
C -3.16779 2.07542 0.31977
C -3.71623 1.32824 1.53062
O -2.78435 0.37126 2.09755
C -2.43701 -0.59247 1.26655
O -3.08256 -0.99938 0.34607
C -1.05372 -1.16889 1.50905
C -0.12797 -0.45104 2.28890
C 1.13086 -0.97267 2.45904
N 1.43932 -2.17274 1.92783
C 0.56281 -2.89553 1.20705
C 1.04710 -4.21992 0.70087
C 2.21725 -4.06918 -0.30295
C 2.22894 -5.28232 -1.26669
C 3.66354 -5.57819 -1.75314
C 1.33895 -4.90027 -2.46535
C -0.70739 -2.39006 0.96059
H 0.64372 3.77910 1.51565
H -0.09808 3.33206 -0.05415
H 0.26169 2.12323 1.17499
H -1.64771 2.68714 2.46809
H -1.40536 4.39857 2.15632
H -2.24809 3.87283 -0.29284
H -3.42347 4.11164 0.98585
H -4.00341 2.21926 -0.37003
H -2.40225 1.52393 -0.23004
H -3.89423 2.05679 2.32148
H -4.68160 0.86342 1.34056
H -0.43413 0.49244 2.71233
H 1.87788 -0.43369 3.02605
H 2.37045 -2.54349 2.07605
H 0.22616 -4.83152 0.33671
H 1.44501 -4.73552 1.58325
H 2.02139 -3.18746 -0.91605
H 3.17394 -4.01716 0.21669
H 1.85521 -6.18044 -0.77004
H 4.32335 -4.72571 -1.58325
H 4.10679 -6.43893 -1.25121
H 3.65599 -5.81006 -2.81837
H 0.35595 -4.61057 -2.08603
H 1.27500 -5.71189 -3.18627
H 1.81891 -4.03583 -2.92526
H -1.41090 -2.93595 0.34862
C 2.17724 -4.35331 -6.62438
Br 0.55765 -3.70641 -5.81017
Br 3.72854 -3.82581 -5.61548
Br 2.12554 -6.25424 -6.91265
H 2.25465 -3.88456 -7.59547
C -1.03839 6.06316 -2.93148
Br -0.01977 6.11043 -1.29878
Br 0.01172 6.55269 -4.46462
Br -1.86376 4.33459 -3.15645
H -1.82774 6.79566 -2.83965
C 1.93510 4.07554 4.66698
Br 2.71811 3.80564 6.39968
Br 3.21880 4.69002 3.37341
Br 1.02468 2.49197 4.03576
H 1.18658 4.84866 4.76969
C 6.08573 3.69447 0.58829
Br 7.97762 3.62393 0.91988
Br 5.40011 5.48677 0.75488
Br 5.62600 2.91448 -1.11141
H 5.60462 3.10007 1.35211
C -2.53008 -1.91679 6.03638
Br -1.31884 -2.05052 7.52350
Br -1.63673 -1.23242 4.45883
Br -3.41271 -3.58336 5.67244
H -3.29403 -1.20153 6.30763
C -2.08504 -3.32966 11.35641
Br -3.62017 -2.72744 12.34686
Br -0.43989 -2.71742 12.15079
Br -2.09228 -5.23931 11.11808
H -2.14825 -2.88727 10.37275
C -4.31778 0.72794 -3.48195
Br -2.41399 0.83961 -3.17522
Br -5.16415 2.45224 -3.34867
Br -4.71524 -0.13582 -5.15147
H -4.72794 0.11018 -2.69584
C 4.27876 0.34279 -7.14921
Br 5.85898 -0.61899 -6.61436
Br 2.93605 -0.82207 -7.89481
Br 3.57140 1.40844 -5.71024
H 4.57390 1.02352 -7.93454
C -4.02258 5.17927 -6.43034
Br -3.52644 6.24425 -7.95269
Br -5.93301 5.10521 -6.20013
Br -3.24632 3.42201 -6.50693
H -3.61506 5.66554 -5.55448
```

Computed properties:
2S+1	1
E_LUMO	-4.4	eV
max |F|	1.326	eV/A
Kohn-Sham gap	0.262	Eh
HOMO level	-11.510	eV
total charge	+1

---

[2]
Below is a cluster of 2 separate species, C4H8N2O in total in a non-equilibrium geometry, with properties calculated with ωB97M-V/def2-TZVPD.

The geometry in XYZ format:
```
15
C4H8N2O | the OMol25 dataset | ωB97M-V/def2-TZVPD
C -1.91164 0.91288 0.44906
N -0.64183 0.20793 0.39398
C 0.33719 0.73773 -0.21167
C 1.66410 0.03006 -0.34625
O 2.69926 0.78946 0.24844
C -0.49003 -3.27988 -1.13182
N -0.60412 -2.45903 -0.30241
H -2.64224 0.35972 -0.15812
H -2.26696 0.91714 1.48487
H -1.84892 1.94761 0.07815
H -0.66178 -1.59938 0.26035
H 0.28055 1.75222 -0.63919
H 1.90818 -0.06069 -1.41099
H 1.59006 -0.97973 0.07980
H 2.58819 0.72396 1.20581
```

Computed properties:
2S+1	1
E_LUMO	0.7	eV
max |F|	1.177	eV/A
Kohn-Sham gap	0.412	Eh
HOMO level	-10.522	eV
total charge	0

---

[3]
Below is an isolated molecule of C3H4S2 in a non-equilibrium geometry, with properties calculated with ωB97M-V/def2-TZVPD.

The geometry in XYZ format:
```
9
C3H4S2 | the OMol25 dataset | ωB97M-V/def2-TZVPD
C 1.17258 0.34568 1.44858
C 0.62217 0.35780 0.27768
S -1.14515 0.25380 0.10597
C -1.31453 -0.64665 -1.35101
S -2.83446 -1.05220 -1.82259
H 2.23035 0.55988 1.54376
H 0.54718 0.42848 2.33924
H 1.14824 0.62525 -0.55918
H -0.42639 -0.87205 -1.98246
```

Computed properties:
2S+1	1
E_LUMO	-0.3	eV
max |F|	2.556	eV/A
Kohn-Sham gap	0.311	Eh
HOMO level	-8.781	eV
SMILES string	C=CSC=S
total charge	0

---

[4]
Below is a structure of composition C3H6O3Pr in a non-equilibrium geometry, with properties calculated with ωB97M-V/def2-TZVPD.

The geometry in XYZ format:
```
13
C3H6O3Pr | the OMol25 dataset | ωB97M-V/def2-TZVPD
H 1.33164 -1.80883 -0.09692
O 0.36049 -2.09040 0.27751
Pr 2.28068 1.43080 0.10843
O -1.54112 -0.94529 -0.34304
C -0.27682 -1.03817 -0.10700
O 0.47958 -0.24470 -0.71233
C -2.40943 -0.15009 0.49752
C -3.11941 0.88372 -0.34124
H -3.10286 -0.87807 0.93034
H -1.86141 0.28090 1.34080
H -3.13882 0.59741 -1.40074
H -4.15640 0.96745 0.01020
H -2.64590 1.86932 -0.24569
```

Computed properties:
2S+1	4
E_LUMO (spin up / spin down)	-9.8 / -9.7	eV
max |F|	4.429	eV/A
Kohn-Sham gap (spin up / spin down)	0.297 / 0.306	Eh
HOMO level (spin up / spin down)	-17.841 / -18.037	eV
total charge	+2

---

[5]
Below is a cluster of 2 separate species, C4H10NO3 in total in a non-equilibrium geometry, with properties calculated with ωB97M-V/def2-TZVPD.

The geometry in XYZ format:
```
18
C4H10NO3 | the OMol25 dataset | ωB97M-V/def2-TZVPD
O 1.71786 0.89542 -2.32246
C 0.83501 0.51434 -1.54735
N 0.79905 -0.59621 -0.89904
C -0.19221 -1.11441 0.22010
O 0.52838 -2.09130 0.70358
C -0.41388 1.44747 -1.50613
C -0.51684 1.92442 -0.01284
H 1.54481 -1.28692 -0.82997
H -1.02416 -1.44469 -0.38965
H -0.44666 -0.36963 0.95127
H -0.21000 2.21386 -2.11467
H -1.29282 1.08114 -1.82598
H -1.03549 1.26903 0.60789
H -1.22370 2.87131 0.10073
H 0.29769 2.40154 0.40584
H 0.78336 -2.67532 3.32098
H -0.06416 -2.31854 2.07256
O -0.08623 -2.72154 3.06513
```

Computed properties:
2S+1	1
E_LUMO	3.8	eV
max |F|	6.254	eV/A
Kohn-Sham gap	0.298	Eh
HOMO level	-4.290	eV
total charge	-1

---

[6]
Below is a structure of composition C26H43BrNO5Si4V in a non-equilibrium geometry, with properties calculated with ωB97M-V/def2-TZVPD.

The geometry in XYZ format:
```
81
C26H43BrNO5Si4V | the OMol25 dataset | ωB97M-V/def2-TZVPD
V -0.48732 0.72732 0.39349
C 2.90774 1.91715 2.57558
Si 2.05186 0.49154 3.47982
C 2.35948 0.73114 5.32125
C 2.94118 -1.11673 3.02775
Si -0.20279 0.41857 2.87452
Si -1.22717 2.13232 4.08579
C -2.99102 2.47880 3.53020
C -1.30605 1.73756 5.92655
C -0.22220 3.70225 3.83780
Si -1.04195 -1.67904 3.45676
C -0.59147 -2.14874 5.22462
C -0.30301 -2.99819 2.32892
C -2.92183 -1.74483 3.27051
H 3.92681 1.64226 2.28660
H 2.98136 2.78828 3.23084
H 2.36539 2.23087 1.68115
H 3.42849 0.65598 5.54100
H 1.83469 -0.01341 5.92302
H 2.02377 1.71867 5.64444
H 4.02137 -0.98288 3.14695
H 2.75080 -1.44402 2.00577
H 2.63358 -1.92885 3.69142
H -3.62313 1.59016 3.58794
H -3.02427 2.84205 2.50198
H -3.41606 3.24219 4.18945
H -1.81974 0.78919 6.10036
H -1.86001 2.51759 6.45696
H -0.31472 1.66228 6.37566
H -0.02534 3.87658 2.77750
H 0.74126 3.63778 4.34906
H -0.75541 4.56959 4.23780
H 0.49174 -2.19811 5.35828
H -1.00502 -3.13077 5.47295
H -0.98075 -1.42701 5.94547
H 0.77380 -3.09596 2.48795
H -0.49053 -2.75416 1.28147
H -0.76163 -3.97046 2.53431
H -3.38255 -0.75698 3.33098
H -3.35857 -2.36210 4.06047
H -3.19877 -2.18863 2.31074
C 4.12484 -1.74660 -1.27704
N 3.15363 -0.73451 -0.89938
C 3.60813 0.65298 -0.83937
C 1.93471 -1.06880 -0.53597
O 1.10414 -0.25367 -0.11308
H 4.47761 -1.56240 -2.29153
H 3.66671 -2.73213 -1.22857
H 4.97193 -1.71568 -0.59126
H 4.14784 0.87624 -1.75881
H 4.27276 0.78015 0.01638
H 2.75362 1.32037 -0.75992
H 1.67640 -2.12857 -0.60518
O 1.01291 2.57453 -1.82648
C 0.00015 2.60904 -1.15552
O -0.02635 2.58663 0.16395
C -1.37328 2.51497 -1.77295
C -1.61670 1.54766 -2.73914
C -2.89888 1.38842 -3.25074
C -3.91875 2.22465 -2.82516
C -3.66776 3.21156 -1.87709
C -2.40240 3.34457 -1.33396
H -0.80339 0.91643 -3.07677
H -3.09623 0.61500 -3.98171
H -4.91726 2.10739 -3.22716
H -4.46748 3.86234 -1.54733
H -2.20530 4.06759 -0.55352
Br -3.49338 -3.07154 -0.93036
C -4.64123 -1.64749 -0.43557
C -5.99816 -1.87644 -0.62705
C -6.92335 -0.90449 -0.28840
C -6.50200 0.30548 0.24612
C -5.15229 0.53023 0.43098
C -4.20143 -0.43598 0.09457
C -2.78161 -0.06172 0.33008
O -1.80509 -0.84783 0.11886
O -2.50431 1.09726 0.74840
H -6.31985 -2.82220 -1.03943
H -7.97672 -1.10057 -0.44172
H -7.22060 1.06706 0.51734
H -4.79338 1.46387 0.84171
```

Computed properties:
2S+1	3
E_LUMO (spin up / spin down)	0.0 / 0.2	eV
max |F|	1.303	eV/A
Kohn-Sham gap (spin up / spin down)	0.291 / 0.280	Eh
HOMO level (spin up / spin down)	-7.879 / -7.387	eV
total charge	0

---

Computed values of total energy (unit: eV) for the preceding records, in sequence: -1923216.2030, -9303.3641, -24844.6304, -23400.3598, -11942.4809, -166633.6760.
Computed values of molar mass (unit: g/mol) for the preceding records, in sequence: 2539.0, 100.1, 104.2, 231.0, 120.1, 692.8.